Record 1
# C2H6N2O2

A single C2H6N2O2 molecule at a distorted geometry (ωB97M-V/def2-TZVPD, the Open Molecules 2025 dataset).

Results
F_max in eV/A: 3.74
Charge: 0
Highest occupied orbital energy in eV: -9.69
Energy relative to the best compared isomer or geometry (same formula, charge and spin) in eV: 3.271
SMILES: NCC(=O)ON
Frontier orbital gap in eV: 10.37

Structure (XYZ):
```
12
Properties=species:S:1:pos:R:3:forces:R:3
O -0.43890 -1.45304 0.34132 0.20 0.24 1.20
O -1.23667 0.66492 -0.12410 -0.18 -1.50 1.57
N -2.57646 0.19231 -0.07297 -0.51 -0.27 0.16
N 2.19730 -0.29631 0.19366 -0.27 0.32 -0.32
C 1.00994 0.51038 0.10782 -0.95 1.11 -0.70
C -0.21919 -0.28213 0.35139 -1.98 0.68 -3.10
H 1.00817 1.39524 0.74892 0.35 -0.29 0.26
H 2.14299 -1.08814 -0.43701 0.17 0.12 0.08
H 0.49660 0.99488 -0.86415 2.49 -0.92 1.02
H -2.78799 -0.31322 -0.93506 0.51 0.24 -0.13
H 3.05581 0.22082 0.05795 -0.17 -0.04 -0.13
H -2.65160 -0.54571 0.63222 0.35 0.31 0.08
```
Forces are in eV/Å.

Record 2
# C3H3ClF2O4S

A molecular structure, C3H3ClF2O4S at a distorted geometry (ωB97M-V/def2-TZVPD, the Open Molecules 2025 dataset).

Results
F_max in eV/A: 4.17
Charge: 0
Highest occupied orbital energy in eV: -11.74
Energy relative to the best compared isomer or geometry (same formula, charge and spin) in eV: 0.000
Frontier orbital gap in eV: 12.11

Structure (XYZ):
```
14
Properties=species:S:1:pos:R:3:forces:R:3
Cl -0.70732 0.25765 2.51841 -0.02 0.52 -0.63
S -1.45404 -1.34353 -0.74587 -0.90 -0.11 -0.97
F -1.06481 1.64285 0.31908 0.07 -1.25 0.58
F 0.73272 -1.37514 0.70292 -0.73 0.82 -0.60
O -1.48197 -2.72373 -0.36716 -0.16 1.13 -0.35
O 0.80211 0.15366 -0.95248 1.22 0.72 1.25
O -1.95979 -0.84386 -1.99852 0.73 -0.76 1.20
O -2.11054 -0.37637 0.45193 -0.69 -0.39 -0.37
C 1.84351 0.96548 -0.21390 1.39 1.72 -3.53
C 0.01229 -0.46598 -0.07853 1.95 -1.27 -0.14
C -0.98031 0.33402 0.75400 -0.18 1.09 1.30
H 1.51918 1.29249 0.75123 -0.15 -0.37 0.67
H 2.91384 0.54225 -0.28386 -2.12 -0.06 0.45
H 1.93513 1.94022 -0.85726 -0.40 -1.79 1.15
```
Forces are in eV/Å.

Record 3
# C60H150O30

15 unconnected molecules or ions with the total composition C60H150O30 at a distorted geometry (ωB97M-V/def2-TZVPD, the Open Molecules 2025 dataset).

Results
F_max in eV/A: 4.11
Charge: 0
Highest occupied orbital energy in eV: -9.07
Energy relative to the best compared isomer or geometry (same formula, charge and spin) in eV: 3.608
Frontier orbital gap in eV: 9.63

Structure (XYZ):
```
240
Properties=species:S:1:pos:R:3:forces:R:3
O 1.55563 -22.96921 14.74406 -0.79 0.60 0.47
O 0.81106 -22.53165 19.56491 0.70 -1.23 -0.49
O 6.14601 -19.09744 25.22872 0.63 -0.55 0.19
O 7.82424 -17.01559 18.36228 -1.29 0.07 0.69
O 2.31221 -17.12589 14.14548 0.40 -0.69 1.32
O 7.58933 -12.61876 15.69445 2.14 -0.90 1.07
O 1.02752 -16.18092 22.70866 -0.18 -0.67 -1.62
O 0.22750 -25.44713 22.79686 0.48 -0.49 -0.70
O 4.79216 -19.96336 19.03231 0.01 0.45 -0.24
O 1.62875 -18.29611 28.33765 -1.06 1.68 -3.60
O -0.25448 -20.40525 15.05523 0.36 0.54 -0.24
O 9.18612 -16.49746 22.38568 -0.24 0.09 -0.14
O 5.90519 -23.60875 16.43896 -0.60 0.15 -1.43
O 8.33884 -13.78463 22.52935 1.40 -0.91 0.12
O 4.89125 -15.89644 23.89977 -0.14 -0.12 0.67
O 6.87825 -25.89138 25.65452 0.38 -0.22 -0.07
O 9.19103 -21.02941 22.57477 -0.74 0.17 0.26
O 4.16625 -20.25051 21.83493 -1.04 -2.28 0.05
O 2.93224 -25.74876 24.12238 -1.18 0.47 0.18
O 8.94102 -23.90736 21.44290 0.68 0.75 0.37
O 3.09524 -24.23349 18.76048 -0.52 0.59 -0.88
O 8.45719 -21.35482 17.46823 1.91 -1.15 -0.66
O 4.50767 -18.94603 14.16314 2.86 0.00 0.77
O 3.97025 -19.82551 29.06472 -1.66 0.80 1.08
O 1.08341 -16.89460 19.79898 -0.69 -0.28 0.19
O 6.22987 -23.19008 27.21635 -1.23 -0.15 0.22
O 5.25828 -15.69307 19.71642 0.82 0.55 -1.13
O 6.10608 -15.12626 15.20927 1.87 0.07 -0.37
O 1.70578 -21.43778 25.14174 -0.72 0.51 0.05
O -1.65656 -19.92064 24.83533 -1.12 1.01 0.71
C 0.77299 -24.67820 23.85816 -0.63 0.27 -0.17
C -0.19508 -21.57918 19.66233 0.15 0.55 0.34
C 1.81983 -18.71296 29.60030 -0.15 0.32 1.04
C 1.44948 -15.38960 23.76154 0.89 0.14 0.84
C 0.77360 -17.10098 28.21390 1.07 -1.65 -0.16
C 2.65003 -19.96193 29.70687 1.41 0.59 -0.65
C 3.26358 -23.11247 19.60653 -1.05 0.26 0.58
C 7.43453 -26.12068 26.95130 -0.16 0.70 -0.21
C 5.89824 -23.60395 25.93929 -0.25 0.34 -1.65
C 6.08423 -16.40517 14.54884 -1.79 1.45 0.49
C 8.28485 -12.38181 22.49779 -0.03 0.39 1.53
C 9.71175 -14.26041 22.85168 -0.88 0.43 -1.09
C 6.29841 -12.79139 15.23527 -0.15 1.72 -0.49
C 8.41721 -24.85663 20.55695 0.00 -0.17 0.21
C -0.50316 -21.75146 15.39937 1.32 -0.45 0.03
C 7.64995 -16.20487 19.51975 0.58 1.55 0.60
C -1.36294 -19.62038 14.65106 -0.01 -0.51 0.01
C 3.34921 -19.34174 13.51603 0.21 -0.57 -0.73
C 8.34958 -21.75551 23.51999 0.32 -0.32 -1.99
C 6.80767 -18.91792 26.44546 1.40 0.12 0.41
C 6.11439 -13.96771 14.33448 -0.83 -1.09 1.98
C 1.59002 -17.73538 20.84151 -0.15 1.20 1.17
C 5.64414 -19.83969 13.98258 -0.77 0.15 -0.31
C 4.71123 -20.98844 29.23228 1.05 -0.49 -0.64
C 5.25812 -18.05849 24.91445 -1.09 -0.39 0.79
C 3.89471 -25.37196 19.04938 -0.87 0.82 0.87
C 5.90743 -16.79128 24.42428 -0.35 1.07 -1.73
C 7.87910 -11.46875 16.49136 -0.93 -0.44 -0.85
C 4.24807 -14.81710 19.23068 -0.52 -0.38 1.44
C 6.81479 -24.55166 25.12539 -1.05 -0.74 1.45
C 6.76900 -23.16286 17.42145 0.49 0.95 0.63
C 4.23347 -21.25261 22.87851 -0.22 1.05 0.09
C 8.34255 -16.41541 17.18708 0.08 -0.13 0.36
C 7.09492 -21.62740 17.30783 -0.15 -0.37 1.48
C 4.62325 -19.34239 17.76338 -0.35 -0.24 0.03
C 5.38590 -14.72459 23.23765 0.89 -1.33 -0.37
C 6.48016 -23.52261 15.14224 -0.84 -0.76 -0.28
C -1.55832 -18.49157 24.69578 1.71 -0.72 -0.92
C 5.29800 -19.10874 20.05264 0.74 -1.12 0.87
C 9.49265 -22.76631 20.76734 -0.30 -0.22 0.61
C 9.17637 -17.86361 22.69393 -0.10 -0.66 -0.18
C 5.43574 -20.00016 21.32000 -0.34 1.73 -0.16
C 6.57771 -15.09585 19.58245 -0.98 -1.37 -0.65
C 10.10173 -21.77504 21.73848 -0.36 0.22 1.62
C 8.88708 -20.03837 17.17394 -0.57 -0.39 0.43
C 2.66037 -16.66941 15.47730 0.18 -0.11 -0.83
C 0.72929 -20.37267 25.32791 0.24 -1.02 0.90
C 2.74783 -23.56037 15.19987 -0.51 -0.76 0.36
C 0.83996 -22.40851 15.85004 -0.88 0.84 -0.75
C 2.18456 -18.56633 14.07060 -1.51 0.61 -0.04
C 0.33633 -17.62657 18.78006 2.20 0.42 1.14
C -0.53124 -20.69226 24.54583 0.65 -0.39 -0.68
C 2.14074 -22.01050 19.49215 0.18 -1.35 0.20
C 0.45492 -24.95515 21.48726 -0.12 0.23 -0.12
C 9.66106 -15.66871 23.42439 -0.48 0.27 -0.89
C 2.59467 -21.46520 26.25022 0.18 0.12 -0.49
C 1.65980 -25.48828 24.76439 0.24 -0.23 -1.02
C 2.12602 -16.84669 22.01527 -0.22 0.12 -0.07
C 3.69701 -26.69932 24.80676 0.20 -0.15 0.42
C 7.47558 -22.63094 27.33928 1.49 -0.05 1.64
H 7.19957 -11.42498 17.34249 0.06 0.02 0.27
H 3.26274 -23.38607 20.66163 -0.19 -0.68 0.29
H 3.41376 -22.16569 26.08746 -0.07 -0.02 -0.49
H 6.03980 -20.88771 21.13166 -0.23 -0.39 -0.47
H 1.24961 -16.26529 28.72687 -0.19 0.05 0.19
H 8.92076 -11.48177 16.81207 -0.16 -0.32 -0.07
H -2.49396 -17.95823 24.52772 -0.21 -0.71 0.15
H 8.15815 -12.06688 23.53358 0.47 0.42 0.41
H 3.65854 -18.85106 17.63681 -0.21 0.43 0.56
H 7.57954 -24.40964 20.02160 -0.13 -0.27 -0.32
H 5.06370 -13.92218 14.04796 0.05 0.34 -1.07
H 2.15768 -20.82089 29.25091 -0.17 -0.08 0.19
H 6.51963 -22.52435 14.70632 0.65 0.29 0.55
H 7.51552 -27.18456 27.17426 -0.43 -0.07 -0.46
H 10.15952 -18.30866 22.84702 0.44 0.26 -0.08
H 6.25327 -23.38175 18.35644 -0.03 0.30 0.11
H 6.51717 -16.22316 25.12681 -0.01 -0.29 0.50
H 5.80634 -24.00400 14.43349 -0.14 -0.45 0.27
H 4.91909 -25.22128 18.70874 0.16 -0.16 0.26
H 1.28089 -23.76221 23.55633 -0.04 0.07 -0.38
H 8.53766 -15.59579 19.69026 0.68 -0.14 -0.05
H 3.74611 -25.48449 20.12332 0.95 -0.43 0.37
H 3.96429 -14.16606 20.05755 0.40 0.99 -0.06
H 6.31439 -18.75993 19.86990 0.32 -0.07 -0.66
H 3.24882 -20.41543 13.67483 -0.76 -0.29 0.23
H 9.20143 -11.93406 22.11373 -0.13 0.12 -0.36
H 7.79848 -24.13656 24.90598 0.11 -0.06 0.14
H 2.66625 -17.37831 22.79861 -0.02 -0.85 -0.19
H 2.10167 -21.82068 27.15504 -0.26 0.30 0.19
H 4.53620 -14.28095 18.32647 -0.10 -0.07 -0.02
H 7.69835 -21.07777 24.07195 0.60 0.37 0.14
H 2.90430 -16.17224 21.65822 -0.29 0.69 -0.26
H -1.17412 -21.89091 16.24700 -0.38 0.51 0.14
H 2.07196 -15.97635 24.43707 0.42 -0.05 0.16
H 7.71455 -10.57953 15.88282 0.00 0.32 -0.02
H 4.22615 -22.60941 19.51442 0.17 0.22 -0.62
H 7.37982 -11.94434 22.07631 0.07 -0.66 -0.88
H 6.84120 -13.93888 13.52269 -0.03 -0.52 -0.06
H 8.50014 -19.77223 16.19030 -0.14 0.53 0.00
H 10.25921 -23.10510 20.07041 0.15 0.04 -0.19
H 0.28109 -16.97003 17.91173 -0.63 0.06 0.27
H 6.68729 -14.48382 18.68717 -0.46 -0.10 -0.55
H 0.84600 -18.33072 21.37077 -0.71 -0.25 -0.52
H 8.56244 -19.39395 17.99092 -0.32 0.54 -0.34
H 5.79299 -22.69416 25.34827 0.24 0.33 -0.63
H 3.30150 -23.98995 14.36500 0.02 0.42 -0.12
H 2.02906 -14.52447 23.43945 0.23 0.12 -0.19
H 10.80455 -22.20720 22.45079 0.22 -0.74 -0.22
H 2.32060 -18.42552 20.41952 0.42 0.02 0.25
H 9.42869 -16.39998 17.27748 0.22 0.29 -0.16
H 7.94796 -22.05124 26.54623 -0.53 -0.33 -0.79
H 10.24901 -14.25262 21.90332 0.04 -0.40 -0.26
H 6.66786 -21.13848 18.18343 -0.97 0.15 -0.29
H -1.86309 -20.01441 13.76636 -0.33 -0.64 0.13
H 8.45488 -25.75140 27.05433 0.15 0.35 -0.17
H 2.28669 -21.45631 18.56497 -0.06 0.43 0.10
H -0.13807 -24.42148 24.39869 0.26 0.50 0.66
H 5.16590 -16.30291 13.97063 0.13 -0.85 -0.76
H 4.60529 -18.55446 24.19618 -0.11 0.75 -0.54
H 8.61438 -18.12369 23.59094 -0.35 0.21 0.17
H 7.58357 -16.81507 20.42051 -0.19 -0.41 -0.36
H 7.40837 -19.78105 26.73226 -0.56 -0.62 -0.30
H 6.57799 -19.54526 14.46145 -0.56 0.69 0.77
H 1.03953 -18.41027 18.49823 -0.44 -0.68 -0.32
H 8.09773 -25.72368 21.13509 -0.25 0.19 0.13
H 2.78054 -20.05323 30.78517 0.16 -0.68 0.12
H 2.44500 -24.39924 15.82652 0.39 -0.18 0.39
H 6.80022 -25.64412 27.69872 0.08 -0.02 0.23
H 1.85983 -16.66055 16.21700 -0.57 -0.44 -0.27
H 3.29764 -15.34624 19.16144 0.21 -0.57 -0.76
H -0.59146 -18.02067 19.19478 -0.12 0.10 -0.32
H 1.84805 -19.04517 14.99015 0.38 0.46 0.60
H -1.12521 -22.05691 19.97010 0.04 -0.18 -0.25
H 0.83101 -18.91463 30.01221 -0.15 -0.34 0.79
H -0.22797 -17.33462 28.57495 -0.02 0.15 0.34
H 7.41986 -24.07489 15.13559 0.31 0.35 -0.19
H 4.78879 -21.35713 30.25509 -0.60 -0.16 0.18
H 5.94662 -19.50601 22.14638 0.74 0.64 -0.17
H 0.52266 -20.31463 26.39658 -0.21 0.11 0.18
H 4.64072 -17.86947 25.79262 -0.22 0.23 0.20
H -0.32989 -21.02020 18.73633 -0.15 0.03 -0.31
H 3.24914 -21.64615 23.13215 -0.18 0.56 -0.07
H 0.65732 -14.99653 24.39879 -0.61 -0.24 -0.52
H 3.88488 -26.38174 25.83241 0.03 0.06 0.29
H 8.73088 -18.38655 21.84767 -0.06 0.02 0.06
H 4.67092 -20.70405 23.71267 0.01 -0.47 0.60
H 6.70467 -14.36580 20.38183 0.53 -0.39 0.51
H 10.28738 -13.53626 23.42818 -0.47 -0.01 0.75
H 4.67609 -26.81270 24.34131 -0.16 0.09 -0.21
H 6.68758 -21.21513 16.38468 -0.04 0.04 -0.09
H 6.14998 -11.90187 14.62303 -0.91 0.31 -0.29
H -0.86609 -21.72579 24.63407 0.22 -0.04 0.55
H 6.03900 -14.09342 23.84028 -0.24 0.06 0.52
H 3.33394 -22.87135 15.80799 0.29 0.04 -0.10
H 1.12861 -19.40372 25.02828 0.29 0.06 -0.15
H 6.95370 -16.65936 13.94260 0.14 0.15 0.11
H 8.10552 -23.46842 27.63910 0.87 0.29 -0.12
H -0.92448 -22.29140 14.55139 0.00 -0.17 -0.15
H 2.93902 -15.61970 15.38471 0.44 -0.14 -0.08
H 1.78705 -24.96925 25.71440 0.20 0.07 0.16
H 0.58022 -23.06128 16.68343 0.26 -1.01 -0.32
H 1.05358 -26.38086 24.91898 0.52 -0.63 0.27
H -0.99770 -18.00149 25.49177 -0.21 -0.19 0.54
H 3.45525 -17.30581 15.86620 0.25 0.35 0.05
H 8.95620 -15.67975 24.25575 0.06 -0.12 0.37
H 6.03979 -15.08826 22.44503 0.03 0.21 -0.36
H 4.40990 -21.73991 28.50249 -0.35 -0.50 0.36
H 7.61917 -18.19693 26.34669 -0.17 0.76 0.03
H 7.66133 -23.78860 17.43887 0.57 0.22 -0.14
H 7.45416 -21.93047 28.17414 -0.08 -0.07 0.22
H 7.94195 -15.42627 16.96528 -0.01 0.05 0.12
H -0.09729 -24.03644 21.28948 0.25 0.37 0.32
H 3.19877 -27.66790 24.84847 -0.10 -0.19 -0.09
H 9.97390 -19.96031 17.14507 0.02 -0.53 -0.03
H 0.03944 -20.84659 20.43462 0.10 0.28 0.26
H 6.24611 -24.69293 24.20628 0.30 0.13 -0.26
H -0.19088 -20.64199 23.51154 -0.40 0.43 -0.68
H 0.68824 -16.87445 27.15112 0.22 -0.09 0.06
H 2.24960 -21.44886 20.41996 0.53 0.80 -0.36
H 1.27339 -18.66476 13.48052 0.30 -0.52 -0.61
H -1.06880 -18.63846 14.28036 0.58 0.08 0.63
H 8.93746 -22.44728 24.12327 0.13 0.25 0.31
H 3.46522 -26.27816 18.62222 -0.08 0.32 -0.48
H 1.45616 -21.65771 16.34472 0.15 0.46 -0.14
H 3.01867 -20.46694 26.35884 0.12 0.04 0.53
H 8.71228 -22.24679 20.21125 -0.18 0.00 -0.27
H -0.90913 -18.35666 23.83064 -0.14 0.54 -0.44
H 5.84468 -17.12801 15.32872 0.44 -0.10 -0.13
H 7.67246 -22.36636 22.92292 -0.13 -0.28 0.10
H 5.55707 -12.80668 16.03420 -0.10 -0.08 0.26
H 4.83348 -22.14309 22.69106 0.44 0.14 -0.67
H 4.58175 -14.14510 22.78418 -0.22 -0.25 0.35
H 4.87004 -23.96576 25.93725 0.12 -0.58 0.38
H 8.07236 -17.06942 16.35801 0.02 0.00 0.05
H 4.55802 -20.11862 17.00093 0.52 -0.20 0.04
H 2.24726 -17.86514 30.13566 0.39 -0.13 0.76
H -2.02962 -19.53927 15.50958 -0.42 0.24 -0.21
H 4.73171 -18.18321 20.15659 -0.46 -0.17 0.36
H 0.06314 -25.61768 20.71546 0.02 -0.58 0.43
H 1.51666 -24.81861 21.28187 0.06 0.18 0.06
H 6.17213 -18.66375 27.29374 -0.35 0.11 -0.13
H 5.75471 -20.82120 28.96530 0.03 0.57 -0.14
H 3.46779 -19.26641 12.43512 -0.05 0.49 -0.33
H 10.63552 -16.07099 23.70135 0.29 0.48 0.44
H 6.00159 -19.92926 12.95676 -0.67 0.06 -0.55
H 6.55830 -17.10288 23.60734 0.31 0.17 -0.29
H 5.41262 -18.62256 17.54698 0.19 -0.04 -0.07
H 5.38874 -20.83793 14.33810 -0.16 -0.08 0.05
H 10.67607 -21.00359 21.22555 -0.24 -0.04 -0.36
H 9.17968 -25.24270 19.88040 0.10 0.21 -0.40
```
Forces are in eV/Å.

Q: frontier orbital gap of number 3 (C60H150O30)?
A: 9.63 eV

Q: Which of these has the lowest energy relative to the best compared isomer or geometry (same formula, charge and spin)?
A: C3H3ClF2O4S